{"formula": "C75H78Ge2N4O5PS5Ti", "method": "ωB97M-V/def2-TZVPD", "gap_ev": 7.52, "de_lowest_kj_mol": 0.0, "largest_force_ha_per_bohr": 0.06849, "lumo_energy_ha": 0.077, "total_energy_ev": -294867.2618, "total_charge": -1, "symbols": ["Ti", "N", "C", "C", "O", "N", "C", "C", "O", "O", "H", "H", "H", "H", "H", "H", "C", "C", "C", "C", "C", "C", "C", "C", "C", "C", "C", "C", "C", "C", "C", "Ge", "S", "S", "Ge", "S", "S", "C", "C", "C", "C", "C", "C", "C", "C", "C", "C", "C", "C", "C", "C", "C", "C", "C", "C", "C", "C", "C", "C", "C", "C", "C", "C", "C", "C", "C", "C", "C", "C", "C", "H", "H", "H", "H", "H", "H", "H", "H", "H", "H", "H", "H", "H", "H", "H", "H", "H", "H", "H", "H", "H", "H", "H", "H", "H", "H", "H", "H", "H", "H", "H", "H", "H", "H", "H", "H", "H", "H", "H", "H", "H", "H", "H", "H", "H", "H", "H", "H", "H", "H", "O", "C", "O", "C", "C", "C", "C", "C", "C", "P", "C", "C", "C", "C", "C", "C", "C", "C", "C", "C", "C", "C", "H", "H", "H", "H", "H", "H", "H", "H", "H", "H", "H", "H", "H", "H", "C", "N", "C", "C", "N", "C", "S", "H", "H", "H", "H", "H", "H", "H", "H"], "positions_angstrom": [[1.28503, 0.64572, 1.56440], [-0.17557, 1.58802, 3.85470], [0.45753, 2.87922, 4.09340], [1.27233, 3.41042, 2.90860], [1.51753, 4.61492, 2.86610], [1.72033, 2.51022, 2.03410], [2.65903, 3.04792, 1.06640], [3.40193, 1.83962, 0.51610], [4.59393, 1.83882, 0.29010], [2.60213, 0.83442, 0.36290], [-0.95007, 1.72602, 3.20150], [-0.58137, 1.25962, 4.72770], [1.17143, 2.77992, 4.91850], [-0.26297, 3.66362, 4.36500], [3.34803, 3.76992, 1.52670], [2.12793, 3.54632, 0.23700], [-7.01627, -1.81218, -0.99340], [-6.16087, -0.62808, -1.33430], [-5.86667, 0.33392, -0.38170], [-5.04997, 1.41572, -0.67040], [-4.72777, 2.42482, 0.39100], [-4.54517, 1.55682, -1.96510], [-4.86647, 0.62152, -2.95050], [-4.36947, 0.75452, -4.36110], [-5.65157, -0.47068, -2.61290], [-3.82567, 2.79872, -2.33230], [-4.59227, 3.76652, -2.97770], [-4.04227, 4.97542, -3.35050], [-2.71207, 5.22472, -3.07760], [-1.92747, 4.27252, -2.43560], [-2.48277, 3.05082, -2.06110], [-1.28567, 1.63012, -1.21800], [-0.96277, 1.63982, 0.93920], [0.77873, 1.39982, -2.17520], [0.28173, -0.80738, -1.76520], [0.89493, -1.41368, 0.23060], [-1.98777, -0.43248, -1.86880], [0.72203, -2.15588, -3.19440], [-0.06917, -3.28968, -3.36470], [0.23803, -4.18188, -4.38600], [1.32843, -3.96378, -5.20640], [2.13893, -2.86338, -4.99820], [1.84563, -1.95138, -3.99090], [2.74223, -0.79598, -3.74770], [3.64253, -0.81358, -2.68010], [3.77553, -1.98798, -1.75950], [4.46693, 0.28702, -2.47560], [4.41653, 1.39662, -3.30050], [5.30733, 2.57762, -3.04710], [3.52963, 1.38932, -4.37050], [2.69203, 0.31232, -4.60190], [1.69493, 0.34072, -5.72430], [-1.19817, -3.62858, -2.46410], [-2.51717, -3.41048, -2.86080], [-2.82687, -2.82908, -4.20670], [-3.55237, -3.78238, -2.01580], [-3.30547, -4.37368, -0.78820], [-4.42677, -4.74898, 0.13620], [-1.98967, -4.63068, -0.43190], [-0.93087, -4.28558, -1.25820], [0.47163, -4.66378, -0.89020], [-0.51367, 4.62662, -2.16960], [-0.14607, 5.17852, -0.94280], [-1.14167, 5.38382, 0.16070], [1.16513, 5.60202, -0.75780], [2.10673, 5.50442, -1.77080], [3.51763, 5.96232, -1.54660], [1.71843, 4.96092, -2.98840], [0.42323, 4.52202, -3.20380], [0.02243, 3.94742, -4.52960], [-7.30057, -1.79508, 0.05600], [-6.47127, -2.73398, -1.18750], [-7.92187, -1.82218, -1.60000], [-6.28467, 0.24282, 0.61050], [-5.39857, 2.31992, 1.24190], [-4.80207, 3.43992, 0.00040], [-3.70407, 2.27292, 0.74230], [-3.83427, 1.68832, -4.51070], [-5.20067, 0.70492, -5.06620], [-3.68817, -0.06558, -4.57840], [-5.88037, -1.20948, -3.36910], [-5.63077, 3.54962, -3.18600], [-4.64887, 5.72032, -3.84470], [-2.26407, 6.16552, -3.36200], [-0.38417, -5.05788, -4.51300], [1.55593, -4.66548, -5.99700], [3.01933, -2.70888, -5.60590], [3.01153, -2.74028, -1.94530], [3.69603, -1.65658, -0.72380], [4.75663, -2.44988, -1.87610], [5.13793, 0.28232, -1.62920], [5.64323, 2.57532, -2.01260], [4.77673, 3.50742, -3.24540], [6.18393, 2.54112, -3.69820], [3.47683, 2.25432, -5.01960], [1.75833, 1.27702, -6.27490], [0.68683, 0.24142, -5.31910], [1.85983, -0.48668, -6.41510], [-2.06037, -2.11728, -4.50320], [-3.78937, -2.32698, -4.18190], [-2.86807, -3.62248, -4.95540], [-4.57067, -3.60328, -2.33100], [-5.37007, -4.81558, -0.40110], [-4.53037, -3.99868, 0.91990], [-4.23077, -5.70758, 0.61350], [-1.77937, -5.12058, 0.50850], [0.47523, -5.35518, -0.05040], [1.03443, -3.77778, -0.59630], [0.98423, -5.12218, -1.73680], [-2.06197, 4.83362, -0.02640], [-1.38277, 6.44562, 0.24560], [-0.72117, 5.05792, 1.11060], [1.44653, 6.01732, 0.20000], [3.55323, 6.74322, -0.78960], [3.95693, 6.34332, -2.46770], [4.12613, 5.12632, -1.19970], [2.44093, 4.87992, -3.78940], [0.87973, 3.89742, -5.19670], [-0.75627, 4.55132, -4.99750], [-0.36927, 2.93992, -4.39240], [2.91573, 1.33132, 4.48620], [2.28003, 0.33402, 4.17970], [2.22473, -0.16038, 2.98960], [1.54473, -0.46358, 5.22260], [1.93543, -0.45048, 6.55570], [1.32513, -1.29558, 7.46400], [0.30073, -2.13328, 7.04850], [-0.15197, -2.08388, 5.74160], [0.44863, -1.22928, 4.82300], [-0.08127, -1.14418, 3.05990], [0.32393, -2.92448, 2.83400], [-0.63017, -3.92758, 2.94370], [-0.25447, -5.25738, 2.87090], [1.07333, -5.59758, 2.68440], [2.02693, -4.60038, 2.55810], [1.65893, -3.27108, 2.64140], [-1.90247, -1.17668, 3.09420], [-2.46507, -1.43678, 1.84210], [-3.82217, -1.30468, 1.63600], [-4.63867, -0.90878, 2.68530], [-4.09067, -0.63328, 3.92520], [-2.72547, -0.74538, 4.12730], [2.72893, 0.21122, 6.87060], [1.65243, -1.30288, 8.49300], [-0.14027, -2.82728, 7.75050], [-0.96657, -2.72188, 5.42490], [-1.67097, -3.66688, 3.06740], [-1.00727, -6.02888, 2.96100], [1.35893, -6.63788, 2.62700], [3.06083, -4.86098, 2.38560], [2.40803, -2.49838, 2.52020], [-1.81827, -1.73178, 1.02380], [-4.23747, -1.48258, 0.65600], [-5.70637, -0.81308, 2.54320], [-4.73077, -0.32028, 4.73930], [-2.30727, -0.48908, 5.09130], [4.58973, -2.70468, 4.77650], [5.02013, -1.38088, 4.45420], [5.46383, -0.44358, 5.45820], [5.73323, 0.83882, 4.65170], [5.64883, 0.37742, 3.27910], [5.14193, -0.87578, 3.20360], [4.85033, -1.69598, 1.81130], [5.33613, -3.22158, 5.38830], [4.45333, -3.24838, 3.84270], [3.63853, -2.68578, 5.31850], [6.36653, -0.82568, 5.95550], [4.68983, -0.30348, 6.21850], [6.72703, 1.25262, 4.85170], [4.96963, 1.59402, 4.86130], [5.47803, 1.02262, 2.52210]], "lowdin_charge": [0.63, -0.02, -0.16, -0.54, 0.03, -0.10, -0.10, -0.57, 0.08, -0.23, -0.02, 0.09, 0.12, 0.12, 0.14, 0.12, -0.04, -0.27, -0.03, -0.20, -0.02, -0.18, -0.25, -0.03, -0.02, -0.23, -0.04, -0.06, -0.03, -0.23, -0.17, 0.12, 0.29, 0.37, 0.18, 0.35, 0.36, -0.19, -0.23, -0.03, -0.07, -0.03, -0.22, -0.18, -0.21, -0.04, 0.00, -0.26, -0.04, -0.03, -0.26, -0.03, -0.17, -0.26, -0.05, -0.02, -0.26, -0.05, 0.00, -0.20, -0.03, -0.17, -0.20, -0.02, -0.02, -0.27, -0.04, -0.01, -0.25, -0.04, 0.07, 0.05, 0.08, 0.10, 0.08, 0.08, 0.04, 0.08, 0.09, 0.06, 0.12, 0.12, 0.10, 0.12, 0.12, 0.10, 0.12, 0.07, 0.01, 0.09, 0.12, 0.07, 0.06, 0.08, 0.11, 0.07, 0.08, 0.07, 0.07, 0.06, 0.09, 0.10, 0.07, 0.06, 0.08, 0.10, 0.07, 0.01, 0.09, 0.07, 0.09, 0.07, 0.12, 0.08, 0.08, 0.08, 0.11, 0.07, 0.08, 0.06, 0.06, -0.58, -0.24, -0.14, -0.03, -0.08, -0.07, -0.07, -0.26, 1.04, -0.37, -0.10, -0.10, -0.10, -0.07, -0.14, -0.36, -0.12, -0.07, -0.09, -0.09, -0.10, 0.11, 0.10, 0.10, 0.11, 0.10, 0.10, 0.10, 0.10, 0.03, 0.07, 0.09, 0.09, 0.10, 0.10, -0.06, -0.16, -0.12, -0.14, 0.04, -0.85, 0.72, 0.09, 0.03, 0.09, 0.12, 0.10, 0.11, 0.10, 0.12]}